1.
ORCA calculation (ωB97M-V with the def2-TZVPD basis set) on C38H34N11OSbSr as an isolated structure at a distorted geometry.

Last column: Mulliken charge in e.
Element x y z (Å)
Sb: 2.14816 0.81730 3.94223  1.036
Sr: 0.71253 -0.91826 1.60105  1.928
O: -1.96078 1.54913 -3.50429  -0.200
N: 2.90647 -0.07953 -2.48549  0.851
N: -2.72019 -2.73960 -1.08084  1.002
N: 2.66014 -2.10286 2.96486  -0.266
N: -0.92901 -2.27183 0.06938  0.350
N: 3.78630 0.53234 -1.67091  -0.916
N: -1.81845 -3.66802 -1.44458  -1.066
N: 2.26084 -0.59670 -0.47111  0.413
N: -3.38216 3.21524 -3.31036  -0.474
N: -0.53075 -0.83669 3.88691  0.443
N: 0.42332 1.69388 1.47830  -0.422
N: -2.16154 3.72510 -3.74424  -0.413
C: 4.59028 -0.69591 3.01043  -1.047
C: 2.00096 -0.73546 -1.76671  -0.591
C: 0.72322 3.86667 -4.53338  -0.838
C: 1.60248 1.85618 2.11245  0.706
C: 0.97344 3.50245 0.02874  -0.354
C: 0.78173 1.52307 -3.97442  0.155
C: 2.77281 -4.49239 2.55963  -1.354
C: -1.23639 2.30399 -0.17551  -0.820
C: -3.70549 -0.35912 -2.46974  0.216
C: -4.54821 -1.30873 -1.90656  0.546
C: -4.14885 0.94179 -2.66899  -0.151
C: 0.10418 2.50034 0.46035  0.379
C: 3.43573 -3.15703 2.68969  0.403
C: -1.96503 -1.07483 5.77408  -0.696
C: -1.35999 2.72465 -3.83156  0.437
C: -5.84901 -0.95213 -1.57695  -1.003
C: 2.15245 1.49820 -4.18263  1.034
C: 0.02122 0.23499 5.94369  -0.783
C: -1.13087 -0.28174 6.53119  -0.564
C: 5.40179 -1.78473 2.70207  -0.667
C: 3.37562 0.19531 -0.47687  -0.950
C: 0.29114 -0.06428 4.62157  -0.048
C: 4.81979 -3.02401 2.55634  -0.576
C: -3.21888 1.94804 -3.17760  0.663
C: -6.30333 0.34152 -1.80768  -0.776
C: 2.49893 2.84110 1.73720  -1.013
C: -0.76309 -3.36648 -0.73444  -0.793
C: 2.80448 2.65687 -4.57934  -0.740
C: -2.53020 -2.16883 3.57501  -1.286
C: -4.06294 -2.71905 -1.67813  -0.847
C: -5.45590 1.29596 -2.34159  -0.880
C: 2.90805 0.21847 -3.92063  -1.396
C: 0.06843 2.70315 -4.13426  -0.202
C: -2.18732 -1.91486 -0.18513  -0.919
C: 2.08781 3.83435 -4.76312  -0.775
C: 2.18637 3.66765 0.66243  -0.820
C: 3.22618 -0.88649 3.12933  0.925
C: -1.63700 -1.33373 4.44298  0.524
H: -2.86640 -1.49940 6.19331  0.466
H: -2.02730 2.60645 0.51361  0.437
H: 6.47181 -1.66368 2.59866  0.469
H: -3.11698 -1.52672 2.91329  0.202
H: -3.22939 -2.75396 4.16783  0.466
H: -4.74315 -3.26154 -1.02223  0.431
H: 0.25688 0.62106 -3.68306  0.544
H: -7.32174 0.60507 -1.55802  0.425
H: 2.87450 4.43798 0.34103  0.462
H: 3.42782 2.98506 2.27637  0.462
H: 1.19900 -1.30721 -2.20622  0.540
H: -2.69589 -0.62759 -2.75612  0.744
H: -1.36117 -0.06445 7.56548  0.434
H: 0.15586 4.77842 -4.66443  0.562
H: 3.34353 -5.16061 1.91811  0.446
H: -6.51705 -1.68662 -1.14364  0.450
H: 3.94826 0.29449 -4.22629  0.424
H: 3.89115 0.50201 0.41780  0.586
H: 0.14857 -3.93857 -0.79855  0.476
H: -2.72311 -1.07970 0.23667  0.617
H: 0.68271 4.13934 -0.79631  0.494
H: 2.69187 -4.96307 3.54151  0.298
H: -1.33633 2.89961 -1.07970  0.227
H: -3.97299 -3.28289 -2.60553  0.336
H: 0.69119 0.85647 6.52368  0.427
H: -1.94646 -2.85308 2.95742  0.239
H: 2.45700 -0.63392 -4.42802  0.345
H: -1.40236 1.25285 -0.42752  0.008
H: 3.87412 2.64319 -4.74755  0.427
H: -5.78953 2.31146 -2.50638  0.571
H: 5.03524 0.27762 3.18031  0.471
H: 2.60073 4.73027 -5.08463  0.448
H: 1.76095 -4.39476 2.16524  0.237
H: 5.41922 -3.89801 2.34108  0.462

Atomic forces in eV per Å
0.43 0.56 0.76
-0.46 -0.50 -0.22
0.00 0.11 0.10
-0.02 0.09 0.02
-0.01 0.12 -0.01
-0.19 0.47 -0.28
-0.16 -0.01 -0.04
0.01 0.01 0.04
0.02 -0.09 -0.01
0.07 0.06 -0.09
0.07 0.05 -0.04
0.23 0.12 -0.14
0.30 -0.47 0.13
-0.07 0.02 0.11
0.18 0.09 0.01
0.06 -0.06 -0.08
0.01 0.01 -0.02
-0.29 0.20 -0.18
-0.12 -0.04 -0.06
0.00 0.02 0.00
-0.07 -0.04 0.00
-0.08 -0.07 -0.02
-0.01 -0.02 0.00
-0.04 -0.01 0.00
0.03 0.02 -0.02
0.01 0.12 -0.03
0.07 -0.01 -0.01
0.04 0.00 -0.09
0.02 -0.12 -0.06
0.00 -0.01 0.02
0.03 -0.01 -0.04
-0.01 0.04 0.16
0.04 0.00 -0.05
-0.06 0.04 0.02
0.01 -0.08 0.02
-0.12 -0.13 -0.15
-0.08 -0.09 0.00
-0.01 -0.11 -0.03
0.01 0.01 -0.01
0.16 0.12 -0.02
0.05 0.07 0.01
0.02 -0.02 -0.01
0.00 -0.02 -0.06
0.00 -0.01 0.04
-0.01 -0.01 0.00
0.01 -0.02 0.02
-0.03 0.01 0.00
0.02 -0.06 -0.02
-0.02 0.00 0.00
-0.01 -0.06 0.06
0.04 -0.41 0.09
-0.13 -0.06 0.09
0.00 0.00 0.01
0.02 -0.01 0.01
0.00 0.02 0.00
0.00 0.01 0.01
0.01 0.00 0.02
0.00 -0.01 -0.01
-0.01 0.00 0.01
0.00 0.00 0.00
0.02 0.00 0.01
-0.01 -0.02 0.02
-0.02 0.01 0.03
0.01 0.01 0.00
0.00 0.00 0.00
0.00 0.00 0.00
0.00 0.00 0.00
0.00 0.00 0.00
0.00 -0.01 0.00
0.00 0.01 0.00
0.01 0.01 0.02
0.00 0.00 0.01
0.01 -0.01 -0.01
0.01 0.01 0.00
-0.01 0.03 -0.04
0.01 0.03 -0.01
0.01 0.00 -0.02
0.00 0.01 0.00
-0.02 0.02 -0.01
0.02 0.01 -0.02
0.00 0.00 0.00
0.00 0.00 -0.01
-0.03 0.00 0.00
0.00 0.01 0.00
0.01 0.01 0.00
0.00 0.00 -0.01

Properties
2S+1: 1
Total charge: +2


2.
ORCA calculation (ωB97M-V with the def2-TZVPD basis set) on a 2-piece molecular cluster, C4H10NOS overall at a distorted geometry.

Last column: Mulliken charge in e.
Element x y z (Å)
S: 1.79409 1.16490 3.74094  -0.136
O: -0.09754 0.78241 2.02462  -0.517
N: -1.09874 -0.33770 -0.34233  -0.035
C: 0.32620 -0.15188 -0.46268  -0.634
C: -1.25151 -0.55373 -1.82897  -0.474
C: 0.29193 -0.83765 -1.85332  -0.561
C: 1.04027 1.20253 2.21825  0.266
H: 0.85220 -0.63888 0.28918  0.508
H: 0.90873 0.59660 4.49288  0.169
H: 0.45043 -1.84040 -1.99891  0.326
H: 0.77522 -0.37233 -2.70238  0.281
H: -1.51633 0.54109 -2.22152  0.264
H: -1.28168 -1.18456 0.19732  0.343
H: 1.79301 1.53820 1.42279  0.228
H: 0.56905 0.86304 -0.49707  0.311
H: -1.62102 0.47447 -0.12229  0.314
H: -1.93431 -1.24611 -2.35650  0.347

Atomic forces in eV per Å
2.34 1.08 0.05
1.05 0.78 -0.57
-1.93 -1.49 -0.57
1.07 -1.44 -2.12
0.70 2.51 -2.14
-1.58 2.92 -1.09
-0.96 -0.99 -0.28
0.92 -0.71 1.25
-1.40 -0.61 0.44
0.68 -2.59 0.64
0.35 0.43 0.16
0.70 -2.42 0.58
-0.57 0.48 0.36
-1.07 -0.11 0.64
0.36 1.48 -0.16
-0.72 0.59 1.53
0.08 0.09 1.28

Properties
2S+1: 1
Total charge: +1


3.
ORCA calculation (ωB97M-V with the def2-TZVPD basis set) on a 2-piece molecular cluster, CH4O3 overall at a distorted geometry.

Last column: Mulliken charge in e.
Element x y z (Å)
O: 1.11367 -0.07988 0.20548  -0.390
O: -1.16735 -2.01184 -0.83904  -0.612
O: -0.20072 1.76920 0.18324  -0.487
C: 0.64673 1.06943 0.71507  0.223
H: 0.47051 -0.49668 -0.39226  0.336
H: 1.02291 1.39911 1.70831  0.315
H: -1.99013 -2.12520 -0.39622  0.297
H: -1.34851 -2.61366 -1.60769  0.318

Atomic forces in eV per Å
0.22 0.09 0.99
0.35 -1.06 -1.83
1.04 -1.15 0.53
-1.79 1.36 -0.76
-0.14 0.32 -0.19
0.53 -0.74 -0.59
-1.00 0.28 1.11
0.79 0.90 0.74

Properties
SMILES: O=CO.O
2S+1: 1
Total charge: 0


4.
ORCA calculation (ωB97M-V with the def2-TZVPD basis set) on C29H32Cl5N3O4SSbSiTi as an isolated structure at a distorted geometry.

Last column: Mulliken charge in e.
Element x y z (Å)
Sb: -2.43088 -1.04067 -1.25072  0.818
Ti: -0.33856 -0.11780 0.70712  -0.931
Cl: 0.58345 1.78883 -0.86835  -0.033
Cl: 5.41679 1.37805 -3.33161  -0.214
Cl: 3.01131 3.15989 -2.42660  -0.187
Cl: 3.07428 -2.88055 -0.95365  -0.169
Cl: 5.43668 -1.65252 -2.61423  -0.217
S: -2.75862 0.97431 1.68289  1.013
Si: 2.37522 -0.46846 2.66062  0.524
O: -3.47303 -0.20874 1.25351  -0.587
O: -1.59360 1.26763 0.81398  -0.039
O: 0.97781 -0.92164 -0.28536  0.231
O: -2.40950 1.02635 3.07944  -0.642
N: -2.26119 1.89268 -1.74509  0.574
N: -0.35730 -0.10007 -3.22450  -0.024
N: -0.98300 -1.31773 2.16944  0.623
C: -0.72922 -1.18277 -2.55597  -0.157
C: 1.96984 -0.43397 -0.96215  -1.251
C: 1.43259 -1.33315 -4.19373  -0.297
C: 1.98774 0.92219 -1.33646  0.512
C: -1.06582 -2.02672 1.03775  0.003
C: 3.06876 -1.22116 -1.38366  0.515
C: -1.51178 -3.23642 3.44294  -0.838
C: 1.09019 1.09848 -4.73614  -1.423
C: -2.68308 3.14893 -1.82696  0.805
C: -1.18711 -1.88618 3.36866  0.872
C: -3.99439 3.46124 -2.15534  -0.914
C: -1.68534 4.20845 -1.46243  -1.224
C: -0.06927 -2.40500 -2.68547  -0.557
C: 2.03420 -2.33497 2.34639  -0.232
C: 3.04579 1.49036 -2.04466  -0.170
C: 1.02774 -2.47912 -3.51934  -0.564
C: 1.04415 0.72756 2.09450  -0.900
C: 4.12492 -0.66456 -2.10995  0.409
C: -3.12388 0.89723 -1.91173  -0.285
C: -1.37279 -3.38178 1.06072  -0.801
C: -3.88640 2.37232 1.39810  -0.957
C: -4.46385 1.11809 -2.22958  -0.896
C: -1.05950 -1.08554 4.62628  -1.757
C: -4.89907 2.42250 -2.38703  -0.414
C: 2.78334 -0.44865 4.54958  -1.309
C: -1.60000 -3.99818 2.29060  -0.614
C: 0.70215 -0.16155 -4.02168  0.651
C: 4.12125 0.68836 -2.43698  0.352
C: 4.05357 -0.02359 1.81696  -1.210
H: -2.13054 5.20089 -1.50048  0.412
H: -2.04359 -0.92312 5.06332  0.383
H: 4.89331 -0.34177 2.42628  0.407
H: 1.47286 -2.78132 3.16248  0.334
H: 1.45704 -2.46978 1.43438  -0.490
H: 4.15286 -0.49915 0.84823  0.214
H: 2.95485 -2.90253 2.23946  0.540
H: 1.57361 -3.40632 -3.64199  0.387
H: -1.84765 -5.04840 2.35150  0.444
H: 0.81642 1.04265 -5.78991  0.419
H: -3.37942 3.27551 1.71179  0.320
H: -4.12490 2.40426 0.34484  0.143
H: 2.16506 1.25022 -4.67507  0.312
H: 3.35783 -1.32960 4.82236  0.350
H: 1.88604 -0.44831 5.15911  0.286
H: 1.50999 1.61661 1.64734  0.800
H: -1.43219 -3.94856 0.13709  0.437
H: -4.77834 2.20306 1.98684  0.441
H: -1.70930 -3.67937 4.40824  0.475
H: -1.32147 4.00982 -0.45318  0.196
H: 3.36574 0.42282 4.82591  0.355
H: 0.57844 1.94097 -4.28254  0.147
H: 4.15112 1.04776 1.65630  0.343
H: -4.31623 4.49116 -2.21170  0.373
H: -0.82873 4.17496 -2.13221  0.181
H: -0.42149 -3.26591 -2.13128  0.269
H: 2.30543 -1.34240 -4.83255  0.455
H: -0.63547 -0.11337 4.40661  0.136
H: -5.13381 0.27243 -2.33547  0.384
H: -0.44143 -1.61221 5.35348  0.476
H: 0.40440 1.07889 2.91306  0.624
H: -5.92505 2.64814 -2.65235  0.358

Atomic forces in eV per Å
0.19 -0.34 -0.54
-0.28 -2.57 -0.18
0.31 0.38 -0.55
0.15 0.07 -0.10
-0.04 0.23 -0.03
0.06 -0.14 0.05
0.08 -0.13 -0.01
-3.11 1.09 1.26
0.63 -0.12 0.40
-0.12 0.30 0.19
-0.64 1.82 0.41
1.89 -0.71 -0.93
0.05 0.17 0.21
-0.03 0.42 0.00
0.08 0.41 -0.33
-0.16 -1.53 0.57
-0.89 -0.36 -0.12
0.93 0.12 -0.71
-0.03 0.00 -0.08
0.43 -0.09 0.02
0.36 0.80 0.57
-0.12 0.42 0.06
0.04 0.49 0.11
0.00 -0.08 -0.02
-0.19 0.16 -0.14
-0.19 -0.20 0.45
-0.39 -0.22 -0.16
-0.06 -0.01 -0.06
0.19 0.01 -0.17
-0.13 0.65 -0.14
-0.29 -0.54 0.32
-0.04 0.06 -0.05
0.62 0.03 0.32
-0.47 -0.04 0.24
0.19 -0.51 0.22
-0.10 -0.60 0.15
0.89 -0.72 -0.05
-0.08 0.15 -0.11
0.02 0.18 -0.13
0.25 0.23 0.10
-0.28 0.15 -0.67
0.10 0.55 -0.94
0.34 -0.31 -0.19
-0.31 0.15 0.10
-0.71 -0.11 0.17
0.02 0.07 0.03
-0.06 0.05 0.01
0.15 -0.15 0.19
-0.14 -0.01 0.23
0.09 -0.13 -0.01
0.04 -0.14 -0.22
0.26 0.02 0.01
0.02 -0.03 0.01
0.01 -0.10 -0.05
-0.03 0.04 -0.08
0.08 0.19 0.05
-0.07 0.02 -0.26
0.14 0.09 -0.09
0.15 -0.21 -0.05
-0.26 0.00 0.12
0.11 -0.11 0.19
-0.01 0.06 0.08
-0.06 -0.13 0.15
0.08 0.02 0.11
0.04 0.08 0.03
0.14 0.29 0.04
-0.06 0.12 0.03
-0.06 0.20 0.04
-0.01 0.11 -0.02
0.10 0.01 -0.05
0.04 -0.05 0.00
0.05 -0.01 -0.08
0.05 0.08 0.07
0.01 0.07 -0.03
0.04 -0.04 -0.01
0.06 -0.08 0.00
-0.04 -0.03 0.01

Properties
2S+1: 1
Total charge: -1


Results for E_tot: -2416.6299; -686.2737; -266.2212; -5668.0008 (in a.u., following the order of the records).
Results for molar mass: 870.146; 120.197; 64.040; 893.637 (in g mol⁻¹, following the order of the records).
Results for relative energy (zero: lowest compared OMol25 entry of this formula, charge and spin): 5.2; 61.0; 9.3; 14.4 (in kcal/mol, following the order of the records).